Density functional theory data (the ωB97M-V functional and the def2-TZVPD basis) for 7 unconnected molecules or ions with the total composition C45H109N7O13.

Last column: Löwdin charge in e.
Atoms and positions in Å:
C (-6.04, -43.26, 22.76)  -0.02
C (-6.37, -42.14, 23.80)  -0.39
C (-6.31, -40.71, 23.23)  -0.03
C (-7.95, -42.28, 24.18)  -0.14
C (-8.44, -41.57, 25.37)  -0.24
C (-7.61, -41.96, 26.57)  -0.12
C (-6.08, -41.68, 26.36)  -0.48
C (-5.79, -40.20, 26.45)  -0.01
C (-5.36, -42.42, 27.47)  -0.05
N (-5.62, -42.32, 25.10)  -0.12
O (-4.25, -42.40, 24.91)  -0.02
H (-6.58, -43.26, 21.81)  0.06
H (-4.99, -43.22, 22.49)  0.06
H (-6.23, -44.27, 23.13)  0.06
H (-5.27, -40.42, 23.07)  0.08
H (-6.84, -40.72, 22.28)  0.07
H (-6.90, -40.02, 23.83)  0.08
H (-8.41, -41.92, 23.25)  0.09
H (-8.19, -43.33, 24.31)  0.12
H (-8.53, -40.49, 25.28)  0.11
H (-9.50, -41.78, 25.48)  0.11
H (-7.88, -43.02, 26.64)  0.12
H (-7.98, -41.41, 27.44)  0.12
H (-4.82, -40.07, 26.94)  0.07
H (-6.63, -39.64, 26.85)  0.09
H (-5.57, -39.94, 25.41)  0.06
H (-5.65, -43.45, 27.69)  0.08
H (-5.66, -42.00, 28.43)  0.09
H (-4.28, -42.36, 27.34)  0.08
H (-4.15, -43.35, 25.00)  0.08
C (3.36, -44.39, 11.82)  -0.08
O (3.84, -45.45, 12.70)  -0.19
C (4.41, -44.87, 13.86)  -0.26
C (4.33, -45.77, 15.06)  -0.20
N (3.15, -45.46, 15.85)  -0.06
C (1.87, -45.60, 15.14)  -0.20
C (0.64, -45.80, 16.01)  -0.23
O (0.44, -44.66, 16.83)  -0.15
C (-0.80, -44.71, 17.37)  -0.16
H (2.42, -43.96, 12.18)  0.07
H (3.21, -44.94, 10.89)  0.09
H (4.03, -43.53, 11.81)  0.08
H (3.81, -43.99, 14.10)  0.11
H (5.44, -44.55, 13.69)  0.12
H (5.10, -45.66, 15.82)  0.12
H (4.26, -46.79, 14.68)  0.12
H (3.25, -44.56, 16.29)  0.11
H (1.80, -46.54, 14.59)  0.12
H (1.62, -44.89, 14.35)  0.11
H (0.49, -46.79, 16.45)  0.13
H (-0.13, -45.85, 15.24)  0.11
H (-1.06, -43.74, 17.80)  0.08
H (-0.81, -45.42, 18.19)  0.08
H (-1.57, -45.05, 16.68)  0.09
C (-7.05, -48.97, 19.48)  -0.09
O (-7.00, -47.68, 20.14)  -0.21
C (-8.07, -46.75, 19.87)  -0.19
C (-8.03, -45.66, 20.94)  -0.20
N (-9.17, -44.74, 20.85)  -0.06
C (-10.41, -45.16, 21.40)  -0.21
C (-11.61, -44.10, 21.16)  -0.09
O (-11.47, -43.36, 19.83)  -0.22
C (-11.57, -44.20, 18.69)  -0.12
H (-7.00, -49.81, 20.18)  0.08
H (-6.30, -49.02, 18.69)  0.07
H (-8.03, -49.15, 19.03)  0.08
H (-9.06, -47.18, 19.98)  0.11
H (-7.92, -46.30, 18.89)  0.12
H (-7.17, -45.03, 20.66)  0.08
H (-7.76, -45.94, 21.96)  0.12
H (-8.91, -43.78, 21.01)  0.09
H (-10.28, -45.36, 22.47)  0.10
H (-10.79, -46.13, 21.09)  0.10
H (-11.59, -43.27, 21.87)  0.10
H (-12.57, -44.61, 21.21)  0.11
H (-11.22, -45.23, 18.80)  0.08
H (-10.99, -43.82, 17.84)  0.06
H (-12.59, -44.36, 18.37)  0.08
C (-3.18, -47.92, 19.35)  -0.17
O (-2.71, -47.47, 20.49)  -0.19
C (-3.04, -46.18, 20.95)  -0.16
C (-4.30, -46.15, 21.88)  -0.17
N (-4.14, -45.79, 23.32)  -0.04
C (-3.54, -46.90, 24.13)  -0.18
C (-2.95, -46.43, 25.42)  -0.24
O (-3.69, -45.56, 26.27)  -0.20
C (-3.16, -45.34, 27.59)  -0.09
H (-4.27, -47.98, 19.43)  0.07
H (-2.75, -48.88, 19.08)  0.10
H (-3.01, -47.20, 18.55)  0.08
H (-3.17, -45.52, 20.10)  0.10
H (-2.15, -45.78, 21.44)  0.12
H (-4.86, -47.07, 21.74)  0.11
H (-5.04, -45.45, 21.48)  0.08
H (-5.01, -45.57, 23.77)  0.08
H (-2.87, -47.52, 23.52)  0.13
H (-4.30, -47.59, 24.49)  0.11
H (-1.96, -46.00, 25.22)  0.12
H (-2.82, -47.30, 26.05)  0.11
H (-2.32, -44.64, 27.59)  0.09
H (-2.84, -46.28, 28.06)  0.08
H (-3.88, -44.87, 28.26)  0.07
C (-9.21, -40.89, 20.35)  -0.09
O (-8.06, -40.68, 19.56)  -0.17
C (-8.15, -41.28, 18.28)  -0.20
C (-7.56, -42.74, 18.14)  -0.18
N (-6.23, -42.78, 18.74)  -0.07
C (-5.18, -42.22, 17.91)  -0.18
C (-3.86, -42.09, 18.73)  -0.20
O (-4.16, -41.30, 19.89)  -0.19
C (-3.13, -41.49, 20.88)  -0.10
H (-9.00, -40.58, 21.38)  0.08
H (-9.60, -41.90, 20.30)  0.06
H (-10.02, -40.34, 19.86)  0.09
H (-7.58, -40.64, 17.61)  0.10
H (-9.09, -41.22, 17.74)  0.11
H (-7.78, -43.44, 17.34)  0.10
H (-8.14, -43.43, 18.75)  0.08
H (-6.43, -42.16, 19.52)  0.08
H (-5.55, -41.20, 17.78)  0.10
H (-5.11, -42.71, 16.94)  0.12
H (-3.06, -41.62, 18.17)  0.11
H (-3.47, -43.05, 19.07)  0.10
H (-3.25, -40.70, 21.62)  0.07
H (-2.13, -41.36, 20.46)  0.09
H (-3.23, -42.37, 21.51)  0.07
C (-2.77, -39.08, 30.13)  -0.11
O (-3.02, -37.63, 30.22)  -0.20
C (-2.48, -36.86, 29.07)  -0.14
C (-2.67, -37.22, 27.45)  -0.19
N (-2.08, -38.52, 27.13)  -0.06
C (-2.33, -38.74, 25.70)  -0.20
C (-1.79, -40.11, 25.28)  -0.23
O (-0.39, -40.01, 25.18)  -0.17
C (0.17, -41.01, 24.41)  -0.14
H (-3.14, -39.69, 29.30)  0.06
H (-2.91, -39.58, 31.09)  0.08
H (-1.69, -39.19, 30.00)  0.07
H (-1.40, -36.92, 29.15)  0.09
H (-2.79, -35.83, 29.23)  0.10
H (-2.30, -36.44, 26.78)  0.10
H (-3.73, -37.12, 27.24)  0.10
H (-1.09, -38.39, 27.28)  0.11
H (-1.75, -38.07, 25.08)  0.12
H (-3.42, -38.70, 25.59)  0.10
H (-2.29, -40.47, 24.38)  0.11
H (-2.02, -40.89, 26.01)  0.12
H (-0.30, -41.97, 24.59)  0.09
H (1.26, -41.01, 24.48)  0.09
H (0.18, -40.82, 23.34)  0.08
C (-10.65, -42.99, 15.07)  -0.09
O (-9.41, -43.68, 15.38)  -0.19
C (-8.38, -43.74, 14.46)  -0.22
C (-7.54, -42.38, 14.29)  -0.17
N (-7.97, -41.59, 13.15)  -0.09
C (-7.41, -41.96, 11.85)  -0.20
C (-5.90, -41.70, 11.74)  -0.16
O (-5.63, -40.27, 11.65)  -0.20
C (-6.22, -39.44, 12.58)  -0.16
H (-10.76, -42.02, 15.55)  0.08
H (-11.50, -43.49, 15.53)  0.07
H (-10.98, -42.84, 14.05)  0.08
H (-8.67, -44.07, 13.46)  0.11
H (-7.67, -44.53, 14.71)  0.11
H (-6.50, -42.68, 14.39)  0.11
H (-7.86, -41.80, 15.16)  0.10
H (-8.96, -41.69, 13.00)  0.10
H (-7.88, -41.41, 11.03)  0.12
H (-7.70, -43.00, 11.66)  0.10
H (-5.62, -41.88, 10.70)  0.12
H (-5.26, -42.16, 12.49)  0.11
H (-5.52, -38.60, 12.65)  0.08
H (-6.18, -39.76, 13.63)  0.08
H (-7.16, -39.05, 12.20)  0.09

Properties
Structure (SMILES)   CC1(C)CCCC(C)(C)N1O.COCCNCCOC.COCCNCCOC.COCCNCCOC.COCCNCCOC.COCCNCCOC.COCCNCCOC
E_HOMO   -7.9 eV
Multiplicity   1
LUMO energy   0.48 eV
Kohn-Sham gap   8.364 eV
Relative energy (zero: lowest compared OMol25 entry of this formula, charge and spin)   603.7 kJ/mol